Formula: C5H10O
Source: the Open Molecules 2025 dataset
Level of theory: ωB97M-V/def2-TZVPD

Results
* HOMO: -0.361 Ha
* E_LUMO: 1.02 eV
* maximum force: 0.19 eV/A
* ΔE to the lowest compared entry with this formula, charge and spin: 38.2 kcal per mole
* orbital gap: 10.840 eV

ORCA input file:
```
! wB97M-V def2-TZVPD RIJCOSX def2/J DEFGRID3
* xyz 0 1
C -0.66341 1.32287 0.68015
C -1.02954 0.04814 -0.06910
C -0.43805 -0.10680 -1.50990
C 0.22579 -1.36198 -0.98584
C -0.26214 -1.22332 0.25178
O 2.47598 0.01836 1.16114
H -0.90436 1.24033 1.74722
H 0.40772 1.53744 0.58370
H -1.21738 2.18116 0.28374
H -2.11613 -0.10277 -0.04880
H -1.17479 -0.25088 -2.30769
H 0.24677 0.69981 -1.79736
H 0.85815 -2.10681 -1.46293
H 1.92993 -0.48056 0.53859
H -0.16637 -1.80660 1.16556
H 1.82783 0.39160 1.76971
*
```